(1)
The following is a quantum chemistry calculation of C24H46Cu2N2O34S6 as an isolated structure, from the OMol25 dataset.

## Properties
- electronic energy (Eh) = -9278.8705

Geometry as XYZ:
```
114
Properties=species:S:1:pos:R:3:lowdin_charge:R:1
Cu 0.2101 7.0012 2.5759 0.428
Cu 4.1359 2.9980 0.9252 0.519
O 1.3670 0.8717 -0.8303 -0.296
C 0.1039 0.7666 -0.1280 -0.358
C -0.4712 1.8983 0.7591 -0.379
O 0.2492 2.4558 1.8305 -0.266
H 0.0066 -0.1791 0.4052 0.083
H -0.5827 0.6103 -0.9601 0.088
H -1.5231 1.7983 1.0266 0.091
H -0.5253 2.7118 0.0357 0.092
C -5.7144 -5.2972 -1.7169 0.025
N -4.2672 -5.1848 -1.5669 -0.434
O -3.6375 -5.3690 -2.6188 0.046
O -3.8158 -4.8990 -0.4420 0.053
H -5.8878 -6.3610 -1.5540 0.110
H -5.9113 -4.8130 -2.6733 0.105
H -6.2565 -4.8030 -0.9107 0.096
C 0.7096 3.6536 8.7926 0.048
N 0.1758 4.5803 9.8802 -0.424
O 0.6622 5.7090 9.9401 0.046
O -0.5881 4.1326 10.7276 0.052
H 1.2976 4.1249 8.0050 0.091
H -0.1294 3.1078 8.3611 0.091
H 1.2755 2.9206 9.3676 0.096
O -3.4603 6.1918 6.4914 0.065
C -4.4057 5.4728 6.8637 -0.448
O -4.8689 5.5601 8.1573 0.017
C -6.0166 4.7215 8.3497 -0.152
C -5.9702 3.8136 7.1237 -0.160
C -5.2723 4.6191 6.0396 -0.083
H -6.8975 5.3411 8.5174 0.125
H -5.9120 4.1153 9.2495 0.123
H -6.9823 3.4669 6.9151 0.116
H -5.3483 2.9387 7.3132 0.118
H -6.0116 5.3004 5.6183 0.140
H -4.7196 4.0682 5.2785 0.137
O 8.6932 2.1718 -3.1617 0.067
C 9.0270 0.9724 -3.2947 -0.415
O 10.3239 0.5245 -3.0296 0.002
C 10.4704 -0.8795 -3.2026 -0.156
C 9.2868 -1.1991 -4.1078 -0.172
C 8.2158 -0.1520 -3.7897 -0.087
H 10.2795 -1.3060 -2.2179 0.128
H 11.3445 -1.2382 -3.7461 0.130
H 8.8796 -2.2101 -4.0972 0.117
H 9.5536 -1.0700 -5.1568 0.114
H 7.6186 -0.5466 -2.9677 0.136
H 7.7155 0.1646 -4.7049 0.136
C 2.3341 -3.1998 -6.2950 -0.208
C 1.6520 -3.7372 -7.5796 -0.186
O 2.5096 -4.7883 -7.9507 -0.200
S 4.1117 -4.3923 -7.7582 0.779
O 4.6520 -3.5591 -8.8517 -0.253
O 4.8867 -5.5676 -7.3221 -0.247
O 3.6792 -3.4675 -6.4434 -0.203
H 1.8552 -3.6608 -5.4311 0.130
H 2.1872 -2.1198 -6.2803 0.130
H 1.5428 -2.8955 -8.2636 0.125
H 0.6257 -4.0743 -7.4336 0.135
C 1.4448 5.5087 -5.3578 -0.201
C 1.9327 4.9909 -6.6591 -0.233
O 1.9331 6.1088 -7.4865 -0.192
S 0.6925 7.1907 -7.1466 0.769
O -0.4371 6.9017 -8.0242 -0.242
O 1.2900 8.5326 -7.1188 -0.247
O 0.4312 6.4628 -5.6709 -0.195
H 2.3005 5.8988 -4.8067 0.130
H 1.0336 4.7139 -4.7355 0.139
H 1.2532 4.1988 -6.9735 0.131
H 2.9026 4.5071 -6.5433 0.141
C 3.0055 -1.6551 6.5039 -0.153
C 1.5471 -2.0093 6.0864 -0.184
O 1.0522 -2.8227 7.1204 -0.199
S 1.7011 -2.4083 8.5782 0.714
O 2.1671 -3.6354 9.1680 -0.235
O 0.7729 -1.5665 9.3063 -0.243
O 2.9969 -1.5362 7.9450 -0.211
H 3.4376 -0.7438 6.0905 0.126
H 3.7538 -2.4028 6.2411 0.125
H 1.5013 -2.4759 5.1024 0.132
H 0.8785 -1.1603 5.9445 0.127
C -5.9013 -2.0578 4.3912 -0.223
C -7.3751 -2.3234 4.2047 -0.210
O -7.6268 -2.1296 2.8531 -0.205
S -6.7910 -0.8112 2.3178 0.780
O -7.6064 0.3516 2.6751 -0.254
O -6.2845 -1.0035 0.9669 -0.239
O -5.5471 -1.0550 3.5082 -0.201
H -5.2788 -2.8836 4.0468 0.134
H -5.6169 -1.6829 5.3744 0.139
H -7.9925 -1.6183 4.7612 0.134
H -7.6096 -3.3756 4.3663 0.142
C -5.3644 1.4741 -5.9008 -0.176
C -4.2890 2.4297 -5.5182 -0.214
O -4.3611 3.5517 -6.3494 -0.193
S -4.9486 3.1323 -7.8450 0.731
O -4.0008 2.4333 -8.6497 -0.232
O -5.7646 4.1976 -8.4315 -0.235
O -5.8720 1.9233 -7.1550 -0.223
H -6.2408 1.5783 -5.2612 0.133
H -5.0546 0.4495 -6.1067 0.136
H -3.2899 2.0005 -5.5939 0.133
H -4.4881 2.8112 -4.5168 0.138
C 2.7970 -6.3133 0.0167 -0.195
C 4.0554 -5.6491 -0.4841 -0.220
O 5.0121 -5.9656 0.4661 -0.206
S 4.7972 -7.4681 1.1397 0.775
O 5.3372 -7.5384 2.4729 -0.223
O 5.2042 -8.5645 0.2074 -0.269
O 3.1381 -7.2539 1.0040 -0.197
H 2.4527 -6.8734 -0.8527 0.133
H 2.1013 -5.5485 0.3620 0.136
H 3.8797 -4.5921 -0.6839 0.137
H 4.4754 -6.0372 -1.4121 0.129
```

***

(2)
The following is a quantum chemistry calculation of a 4-piece molecular cluster, C24H46F3NO11P overall, from the OMol25 dataset.

## Properties
- energy above the lowest of the compared OMol25 structures with the same formula, charge and spin (kcal per mole) = 0.0
- electronic energy (Eh) = -2465.4373
- net charge = -1

Geometry as XYZ:
```
86
Properties=species:S:1:pos:R:3:lowdin_charge:R:1
C 3.5155 2.1918 1.6468 -0.129
C 2.0500 2.5049 1.9444 -0.273
C 1.0860 1.9757 0.8878 -0.372
N 0.9874 0.5289 0.9119 -0.209
P 0.1578 -0.1479 -0.5499 0.435
O 1.1048 -1.6399 -0.2689 -0.389
C -1.3036 -0.7365 0.5289 -0.342
C -2.4534 -1.2979 -0.2889 -0.286
C -3.8307 -1.4069 0.4004 -0.202
C -3.8410 -1.8207 1.8853 -0.207
C -4.4524 -0.7929 2.8378 -0.224
C -3.5771 0.4133 3.1555 -0.206
C -4.2313 1.4234 4.1152 -0.206
C -4.8759 2.6546 3.4728 -0.207
C -5.9430 2.3684 2.4046 -0.206
C -5.4287 2.3642 0.9666 -0.179
C -4.8922 3.7307 0.5132 -0.240
O -3.5509 3.7109 0.0858 -0.191
C -3.3562 3.0186 -1.1245 -0.108
H 3.7502 2.4320 0.6063 0.072
H 4.1748 2.7897 2.2803 0.052
H 3.7675 1.1452 1.8161 0.062
H 1.7760 2.0774 2.9126 0.099
H 1.9255 3.5906 2.0229 0.093
H 1.4258 2.3405 -0.1007 0.086
H 0.0934 2.3980 1.0656 0.093
H 1.9282 0.1496 0.8912 0.041
H 1.2802 0.3475 -1.3975 -0.032
H -0.4331 -0.7448 -1.7503 -0.026
H -0.5403 1.1002 -0.8207 -0.025
H 0.6929 -2.3242 -0.7974 0.008
H -0.8934 -1.4846 1.2100 0.063
H -1.6407 0.1066 1.1354 0.053
H -2.5788 -0.6701 -1.1812 0.079
H -2.1781 -2.2852 -0.6727 0.098
H -4.3744 -0.4616 0.2921 0.082
H -4.4167 -2.1435 -0.1574 0.095
H -4.4386 -2.7313 1.9911 0.098
H -2.8292 -2.0735 2.2072 0.100
H -4.7015 -1.2816 3.7865 0.107
H -5.4083 -0.4685 2.4084 0.097
H -3.2731 0.9246 2.2408 0.090
H -2.6525 0.0412 3.6037 0.117
H -4.9778 0.9088 4.7308 0.105
H -3.4639 1.7874 4.8032 0.102
H -4.0786 3.2741 3.0502 0.109
H -5.3296 3.2496 4.2705 0.102
H -6.4020 1.4013 2.6252 0.096
H -6.7526 3.1023 2.4767 0.104
H -4.6239 1.6342 0.8633 0.078
H -6.2322 2.0504 0.2970 0.112
H -5.5250 4.1337 -0.2902 0.114
H -4.9118 4.4431 1.3385 0.115
H -3.5071 1.9402 -1.0160 0.076
H -2.3263 3.1808 -1.4296 0.084
H -4.0339 3.3965 -1.9013 0.086
C 3.5035 -1.9091 -2.0872 -0.034
C 4.2379 -0.9026 -2.9422 -0.298
O 4.5137 -1.6325 -4.1390 0.127
C 3.6378 -2.6600 -4.2174 -0.566
O 3.5105 -3.3505 -5.1846 0.132
O 2.9378 -2.7839 -3.0885 0.084
F 5.4135 -0.4959 -2.4059 0.067
H 4.2045 -2.4827 -1.4787 0.148
H 2.7212 -1.4818 -1.4583 0.085
H 3.6485 -0.0222 -3.2008 0.166
C 0.2741 -5.6112 -6.7218 -0.052
C 0.6009 -4.7875 -5.4905 -0.301
O 0.2882 -5.6919 -4.4381 0.141
C 0.3685 -6.9582 -4.9091 -0.558
O 0.3481 -7.9400 -4.2469 0.172
O 0.4809 -6.9484 -6.2620 0.061
F -0.1919 -3.6947 -5.3896 0.079
H -0.7736 -5.4795 -6.9985 0.140
H 0.9188 -5.4051 -7.5707 0.137
H 1.6438 -4.4823 -5.4138 0.140
C 8.0754 2.4652 2.8249 -0.056
C 9.0846 2.1244 1.7458 -0.321
O 8.6135 0.8920 1.2571 0.128
C 7.2735 0.7890 1.5336 -0.536
O 6.5610 -0.0412 1.0987 0.201
O 6.9059 1.7913 2.3706 0.061
F 10.3388 1.9622 2.2442 0.063
H 8.3945 2.0483 3.7819 0.142
H 7.8748 3.5277 2.9265 0.138
H 9.1351 2.8422 0.9250 0.170
```

***

LUMO energy across the listed records, respectively: -3.7; 2.1 eV.
Strongest force on any atom across the listed records, respectively: 4.62; 0.26 eV/Å.
Kohn-Sham gap across the listed records, respectively: 2.7; 6.3 eV.